ORCA calculation (the ωB97M-V functional and the def2-TZVPD basis) on C33H39GeLuN3O6S as an isolated structure at a distorted geometry.

Structure (ORCA input):
```
! RIJCOSX wB97M-V def2-TZVPD def2/J DEFGRID3
* xyz -1 1
Lu -0.49171 0.38912 0.30333
C 2.82085 0.17811 1.33421
C 3.01735 0.74625 -0.05217
O 1.76283 1.18216 -0.53022
C 1.73015 1.33038 -1.94216
C 0.29441 1.36421 -2.40723
O -0.41161 0.13502 -2.00035
C -0.24656 -1.07110 -2.73178
C 0.98865 -1.88754 -2.30100
O 1.38241 -1.45085 -1.03120
C 2.02035 -2.39763 -0.19315
C 1.78482 -2.01458 1.26533
O 1.64189 -0.59243 1.43717
H 2.73084 0.99575 2.05021
H 3.69059 -0.42619 1.60404
H 3.41588 -0.01124 -0.73207
H 3.71144 1.59235 -0.01366
H 2.27374 0.49574 -2.39423
H 2.21005 2.26484 -2.23244
H 0.32162 1.33639 -3.50292
H -1.46705 2.52389 -2.41596
H -0.19745 -0.83447 -3.79618
H -1.14461 -1.64557 -2.52764
H 1.81837 -1.76850 -3.00911
H 0.71336 -2.94612 -2.27326
H 3.08750 -2.42053 -0.44882
H 1.60337 -3.39777 -0.34036
H 2.61374 -2.37414 1.88626
H 0.85930 -2.43166 1.64784
N -0.09792 1.31996 2.50945
C -1.08588 0.44757 3.23548
C -2.14139 -0.16473 2.27042
O -3.38470 -0.14998 2.95297
O -2.20473 0.59552 1.10333
H 0.67164 1.51705 3.13069
H -0.58345 2.19511 2.35335
H -1.64722 1.01150 3.97421
H -0.54830 -0.35707 3.72175
C -0.46607 2.56575 -1.98015
Ge -0.62886 3.52600 -0.32531
C 1.17758 4.02492 0.33237
C 2.07938 4.43785 -0.65506
C 3.39748 4.75765 -0.35145
C 3.85138 4.67945 0.96172
C 2.96677 4.30213 1.96149
C 1.64635 3.98242 1.64608
C -1.25351 5.29361 -1.11650
C -2.10300 6.20042 -0.46954
C -2.48018 7.40213 -1.06601
C -2.00995 7.73565 -2.32923
C -1.16460 6.85324 -2.99101
C -0.80053 5.65152 -2.39086
C -1.96374 3.58784 1.13070
C -1.75283 4.16722 2.37787
C -2.78806 4.25778 3.30825
C -4.05032 3.78287 2.98855
C -4.28214 3.23737 1.72833
C -3.24759 3.13722 0.81592
H 1.73236 4.51131 -1.68234
H 4.07192 5.07235 -1.14043
H 4.87969 4.92111 1.20292
H 3.29926 4.25901 2.99225
H 0.98612 3.70334 2.45623
H -2.48743 5.97575 0.51693
H -3.14968 8.07547 -0.54149
H -2.30198 8.67042 -2.79463
H -0.79464 7.09701 -3.98154
H -0.17340 4.94748 -2.93129
H -0.78869 4.59298 2.63418
H -2.59910 4.69655 4.28104
H -4.84892 3.82518 3.71953
H -5.26563 2.86600 1.46969
H -3.43751 2.68160 -0.15064
S -1.37618 -2.00913 0.20912
C -1.91470 -1.76920 1.95264
N -3.28896 -2.27877 2.12279
C -3.66118 -1.54074 3.31575
C -2.81343 -2.03859 4.45120
C -1.56357 -2.49453 4.10095
N -1.00533 -2.40007 2.88308
H -3.83184 -1.94921 1.33257
H -4.72914 -1.58807 3.51927
H -3.22185 -2.13350 5.45049
H -0.93199 -2.96019 4.86352
*
```

* energy relative to the best compared isomer or geometry (same formula, charge and spin): 334.9 kJ/mol
* frontier orbital gap: 4.97 eV